Record 1
Here is a single CH2N3O2P molecule in a non-equilibrium geometry from the OMol25 dataset. Energies are from ωB97M-V/def2-TZVPD.

Last column: natural (NBO) charge in e.
Positions of all 9 atoms, in Å:
1 N 1.5497 -2.2468 -0.4895  -0.2051
2 C 0.9647 -1.4837 0.1470  -0.1352
3 P 0.1413 -0.1442 1.0062  0.9097
4 N -1.5597 -0.1626 -0.3172  -0.9442
5 N 0.8098 1.2245 0.0395  0.3407
6 O 0.0008 2.0989 -0.0779  -0.3658
7 O 1.9574 1.1750 -0.2534  -0.3352
8 H -2.1163 0.6207 -0.0577  0.3799
9 H -1.7478 -1.0818 0.0029  0.3549

* energy above the lowest of the compared OMol25 structures with the same formula, charge and spin: 158.8 kJ/mol
* max |F|: 5.35 eV/Å
* M: 119.02 g mol⁻¹
* frontier orbital gap: 0.3410 Eh


Record 2
Here is 19 unconnected molecules or ions with the total composition C52H92BN20O9PSi2 in a non-equilibrium geometry from the OMol25 dataset. Energies are from ωB97M-V/def2-TZVPD.

Last column: Löwdin charge in e.
Positions of all 177 atoms, in Å:
1 C 7.3869 -0.4539 -0.5282  -0.0723
2 C 5.9293 -0.2194 -0.1703  -0.2662
3 O 5.2073 -1.4420 -0.1025  -0.1687
4 C 3.8530 -1.3233 -0.5365  -0.2870
5 C 3.1896 -2.6845 -0.3854  -0.1975
6 Si 3.7313 -3.9902 -1.6413  0.5747
7 C 4.5016 -5.3548 -0.6220  -0.2097
8 C 5.1061 -6.4887 -1.4589  -0.2969
9 O 6.5264 -6.4766 -1.3187  -0.0867
10 O 2.4561 -4.6861 -2.4598  -0.2724
11 Si 1.4662 -4.0706 -3.6237  0.3893
12 C -0.2229 -4.7954 -3.2621  -0.2302
13 C -0.5347 -5.1508 -1.7880  -0.2437
14 C -1.5698 -4.2304 -1.1412  -0.1919
15 C -1.0183 -2.8017 -0.9766  -0.1909
16 C -1.2269 -2.2388 0.4155  -0.1508
17 O -0.3455 -1.1201 0.6619  -0.0070
18 C -0.5320 -0.0254 -0.0776  -0.5590
19 C 0.6570 0.8794 -0.0534  0.0176
20 O -1.5465 0.2022 -0.6803  0.0841
21 N 2.0446 -4.6790 -5.1948  -0.1109
22 C 3.1625 -5.6346 -5.1447  -0.1010
23 C 2.1263 -3.8009 -6.2803  -0.5641
24 C 0.8451 -3.0883 -6.6502  -0.0159
25 O 3.1311 -3.6999 -6.9498  0.0619
26 P 1.2829 -1.7999 -3.3852  0.7816
27 N 2.2439 -1.0119 -4.5682  -0.1958
28 O -0.2594 -1.5863 -3.9500  -0.3574
29 B 5.1628 -3.2600 -2.8857  -0.6606
30 O 6.4681 -3.2562 -2.4609  0.1169
31 O 4.8878 -2.8165 -4.1515  0.1103
32 H 7.4814 -1.1843 -1.3319  0.0583
33 H 7.8269 0.4842 -0.8803  0.0804
34 H 7.9702 -0.7766 0.3388  0.0701
35 H 5.8662 0.2941 0.7988  0.1226
36 H 5.4679 0.4541 -0.9050  0.1165
37 H 3.3343 -0.5689 0.0719  0.1119
38 H 3.8337 -0.9605 -1.5764  0.0992
39 H 2.1040 -2.5503 -0.3738  0.0561
40 H 3.4635 -3.0558 0.6095  0.0911
41 H 5.2652 -4.9484 0.0480  0.0904
42 H 3.6876 -5.7700 -0.0167  0.0593
43 H 4.7097 -7.4571 -1.1325  0.0908
44 H 4.8399 -6.3989 -2.5199  0.0981
45 H 6.9273 -6.6713 -2.1739  0.0389
46 H -0.2567 -5.7081 -3.8609  0.0512
47 H -1.0023 -4.1415 -3.6654  0.0707
48 H 0.3668 -5.1692 -1.1679  0.0905
49 H -0.9340 -6.1707 -1.7605  0.1066
50 H -1.8299 -4.6404 -0.1592  0.1084
51 H -2.4676 -4.2110 -1.7666  0.1142
52 H 0.0643 -2.8195 -1.1433  0.0647
53 H -1.4646 -2.1292 -1.7104  0.1011
54 H -2.2617 -1.9269 0.5813  0.1251
55 H -0.9453 -2.9700 1.1753  0.1298
56 H 0.3235 1.9010 -0.2356  0.0863
57 H 1.3369 0.5737 -0.8547  0.0694
58 H 1.1850 0.8354 0.8978  0.0846
59 H 4.1402 -5.1693 -5.0057  0.0787
60 H 2.9566 -6.3840 -4.3822  0.0336
61 H 3.2056 -6.1728 -6.0963  0.0842
62 H 0.9788 -2.0084 -6.6109  0.0600
63 H 0.6328 -3.3488 -7.6900  0.0938
64 H -0.0065 -3.3842 -6.0369  0.0476
65 H 2.7420 -0.2390 -4.1414  0.0094
66 H 1.6780 -0.5934 -5.2991  -0.0197
67 H -0.3761 -0.6775 -4.2631  0.0450
68 H 6.5287 -3.3381 -1.4995  0.0785
69 H 5.3213 -1.9995 -4.4220  0.1073
70 C 2.8634 -10.1116 -1.3376  -0.0570
71 C 3.0309 -9.2751 -2.5168  -0.2602
72 N 3.1634 -8.5971 -3.4339  0.1635
73 H 1.8297 -10.4442 -1.2646  0.0857
74 H 3.5179 -10.9788 -1.4030  0.0866
75 H 3.1136 -9.5391 -0.4456  0.0707
76 C -3.4955 2.8055 -1.2944  -0.0632
77 C -3.3718 3.8548 -2.2951  -0.2595
78 N -3.2744 4.6853 -3.0827  0.1327
79 H -4.4951 2.3818 -1.3284  0.0490
80 H -2.7638 2.0202 -1.4773  0.0595
81 H -3.3285 3.2265 -0.3055  0.0646
82 C -6.4994 -0.3405 -0.1167  -0.0584
83 C -6.4103 1.0832 0.1767  -0.2758
84 N -6.3406 2.2094 0.3934  0.1413
85 H -6.9304 -0.8670 0.7327  0.0844
86 H -7.1286 -0.4975 -0.9907  0.0867
87 H -5.5048 -0.7365 -0.3176  0.0810
88 C -3.2228 2.5560 2.8260  -0.0653
89 C -1.7700 2.6624 2.8602  -0.2766
90 N -0.6248 2.7451 2.9119  0.1333
91 H -3.6499 3.1896 3.5992  0.0500
92 H -3.6022 2.8851 1.8611  0.0551
93 H -3.5255 1.5237 2.9918  0.0852
94 C -2.2672 6.4129 3.9764  -0.0675
95 C -3.6162 5.8775 3.8929  -0.2566
96 N -4.7024 5.5039 3.8616  0.1488
97 H -1.5794 5.6495 4.3355  0.0815
98 H -1.9421 6.7571 2.9956  0.0884
99 H -2.2684 7.2396 4.6811  0.0371
100 C -7.5338 5.5516 5.2475  -0.0915
101 C -8.5169 5.6152 6.3191  -0.2812
102 N -9.2895 5.6648 7.1676  0.1231
103 H -7.6812 4.6523 4.6536  0.0836
104 H -7.6268 6.4212 4.6003  0.0749
105 H -6.5296 5.5356 5.6615  0.0528
106 C 10.4723 -6.1763 -3.2301  -0.0630
107 C 9.4312 -7.1912 -3.2658  -0.2647
108 N 8.5881 -7.9712 -3.2785  0.1506
109 H 10.5666 -5.7785 -2.2234  0.0430
110 H 11.4287 -6.6019 -3.5274  0.0885
111 H 10.2141 -5.3667 -3.9105  0.0890
112 C 0.2420 -7.4365 -6.5361  -0.0538
113 C -0.7737 -6.4075 -6.3686  -0.2814
114 N -1.5549 -5.5748 -6.2445  0.1533
115 H -0.0757 -8.1522 -7.2922  0.0833
116 H 1.1774 -6.9753 -6.8462  0.0675
117 H 0.4059 -7.9563 -5.5929  0.0829
118 C 3.6811 -7.3250 2.9148  -0.0634
119 C 2.4424 -7.1413 2.1705  -0.2942
120 N 1.4783 -6.9890 1.5647  0.1347
121 H 3.7293 -6.6099 3.7338  0.0851
122 H 3.7252 -8.3341 3.3205  0.0838
123 H 4.5321 -7.1668 2.2531  0.0781
124 C 10.6950 -2.3962 -0.2500  -0.0656
125 C 11.5542 -3.4515 -0.7690  -0.2649
126 N 12.2251 -4.2894 -1.1780  0.1372
127 H 10.0659 -2.7923 0.5451  0.0858
128 H 11.3043 -1.5860 0.1460  0.0873
129 H 10.0607 -2.0113 -1.0470  0.0743
130 C -8.9311 9.0761 8.0026  -0.0789
131 C -8.3533 10.3202 8.4834  -0.2961
132 N -7.8695 11.3010 8.8340  0.1277
133 H -9.6514 8.6930 8.7228  0.0534
134 H -9.4329 9.2476 7.0516  0.0738
135 H -8.1403 8.3422 7.8601  0.0631
136 C 3.1943 2.4490 -6.3361  -0.0568
137 C 1.8583 1.9865 -5.9897  -0.2750
138 N 0.8055 1.6183 -5.7144  0.1457
139 H 3.9340 1.7200 -6.0088  0.0804
140 H 3.2725 2.5699 -7.4147  0.0880
141 H 3.3898 3.4042 -5.8526  0.0864
142 C -3.6203 8.9694 7.7437  -0.0622
143 C -2.5959 8.0346 7.2955  -0.2623
144 N -1.7951 7.2899 6.9404  0.1327
145 H -4.3279 8.4562 8.3920  0.0849
146 H -3.1584 9.7853 8.2961  0.0863
147 H -4.1566 9.3777 6.8880  0.0444
148 C -8.8976 13.7119 6.2223  -0.0646
149 C -9.8242 12.6902 5.7555  -0.2819
150 N -10.5345 11.8727 5.3713  0.1314
151 H -9.4198 14.4112 6.8727  0.0859
152 H -8.0948 13.2417 6.7847  0.0617
153 H -8.4886 14.2526 5.3700  0.0820
154 C -7.7907 10.5625 3.6071  -0.0643
155 C -6.9753 10.3845 4.8026  -0.2634
156 N -6.3333 10.2445 5.7452  0.1524
157 H -8.8422 10.5923 3.8915  0.0531
158 H -7.5341 11.4969 3.1107  0.0860
159 H -7.6221 9.7370 2.9182  0.0829
160 C -12.2925 6.8649 10.1290  -0.0712
161 C -11.7654 8.1132 10.6647  -0.2918
162 N -11.3333 9.0989 11.0659  0.1311
163 H -13.0120 6.4380 10.8251  0.0800
164 H -12.7842 7.0520 9.1763  0.0832
165 H -11.4798 6.1579 9.9710  0.0795
166 C -3.9543 6.8764 -5.6534  -0.0956
167 C -4.6095 7.9334 -6.4119  -0.2935
168 N -5.1262 8.7681 -7.0083  0.1142
169 H -4.2843 5.9021 -6.0073  0.0783
170 H -2.8751 6.9472 -5.7717  0.0798
171 H -4.1958 6.9598 -4.5965  0.0621
172 C 10.5978 -9.4172 -0.9800  -0.0822
173 C 10.4045 -10.3987 0.0784  -0.2857
174 N 10.2521 -11.1699 0.9156  0.1186
175 H 9.6387 -9.1358 -1.4059  0.0436
176 H 11.0785 -8.5298 -0.5687  0.0828
177 H 11.2297 -9.8354 -1.7617  0.0858

* max |F|: 1.38 eV/Å
* M: 1239.40 g mol⁻¹
* frontier orbital gap: 0.2769 Eh


Record 3
Here is 2 unconnected molecules or ions with the total composition C5H10N2O in a non-equilibrium geometry from the OMol25 dataset. Energies are from ωB97M-V/def2-TZVPD.

Last column: natural (NBO) charge in e.
Positions of all 18 atoms, in Å:
1 N 3.0440 0.0585 -0.3326  -0.8430
2 C 1.7612 0.0092 0.1620  0.7874
3 N 1.0258 -1.0859 -0.3095  -0.8670
4 O 1.4171 0.6699 1.1161  -0.6504
5 H 3.2455 -0.3472 -1.2309  0.3839
6 H 3.5793 0.8647 -0.0542  0.4013
7 H 0.3401 -1.4699 0.3229  0.4135
8 H 1.4979 -1.8511 -0.7698  0.3755
9 C -1.2562 1.8821 -0.2551  -0.3692
10 C -1.7485 0.7569 -0.7632  -0.2330
11 C -1.7200 -0.6514 -0.1165  -0.1918
12 C -1.5724 -0.9001 1.1938  -0.4275
13 H -0.5386 1.8811 0.5512  0.2182
14 H -1.5490 2.8483 -0.6372  0.1954
15 H -2.5206 0.8342 -1.5241  0.1960
16 H -2.1651 -1.4037 -0.7573  0.1957
17 H -1.0989 -0.1908 1.8541  0.2180
18 H -1.7416 -1.9049 1.5503  0.1971

* energy above the lowest of the compared OMol25 structures with the same formula, charge and spin: 145.1 kJ/mol
* max |F|: 2.68 eV/Å
* M: 114.15 g mol⁻¹
* frontier orbital gap: 0.3567 Eh